Entry 1:
The following is a DFT calculation (ωB97M-V/def2-TZVPD) of 2 unconnected molecules or ions with the total composition CHCl2NO2.

Each line ends with the Mulliken charge.
Geometry (Å):
1 Cl -2.1220 -1.2690 0.0467  -0.029
2 N -0.8528 -0.1561 0.3419  -0.236
3 Cl -0.3255 -0.3413 2.1114  -0.043
4 H -1.2898 0.7048 0.0340  0.304
5 O 3.0554 -0.6685 1.2509  -0.332
6 C 2.6306 0.0607 0.4885  0.699
7 O 2.3050 0.8219 -0.3091  -0.363

As for the energy above the lowest of the compared OMol25 structures with the same formula, charge and spin: 0.4273 eV. The molar mass is 129.9 g mol⁻¹. As for the HOMO energy: -10.17 eV. As for the SMILES: ClNCl.O=C=O. As for the frontier orbital gap: 9.5 eV.

***

Entry 2:
The following is a DFT calculation (ωB97M-V/def2-TZVPD) of a molecular structure, C3H3N3O.

Each line ends with the Mulliken charge.
Geometry (Å):
1 O 1.2898 -0.9071 -0.9053  -0.481
2 C 1.0219 -0.5284 0.2119  0.898
3 N 1.1585 0.8033 0.6254  -0.260
4 N -0.0350 1.4170 0.1912  -0.450
5 C -0.9688 0.6113 -0.1815  -0.080
6 C -0.9088 -0.8659 0.0253  -0.173
7 N 0.0149 -1.2884 0.8299  -0.498
8 H 1.9346 1.2594 0.1465  0.299
9 H -1.9121 1.0572 -0.4784  0.414
10 H -1.5950 -1.5585 -0.4649  0.330

As for the energy above the lowest of the compared OMol25 structures with the same formula, charge and spin: 3.8410 eV. The molar mass is 97.1 g mol⁻¹. As for the HOMO energy: -9.99 eV. As for the frontier orbital gap: 9.2 eV.

***

Entry 3:
The following is a DFT calculation (ωB97M-V/def2-TZVPD) of 11 unconnected molecules or ions with the total composition C74H160F15N3O19P3S5.

Each line ends with the Mulliken spin population.
Geometry (Å):
1 C 3.1071 13.7388 2.6666  0.274
2 O 2.8582 12.3665 3.1163  -0.302
3 C 2.0363 11.5004 2.4497  0.595
4 C 1.7663 10.3068 3.3526  -0.065
5 N 3.0593 9.6173 3.6462  -1.077
6 H 3.3825 9.1412 2.8162  0.248
7 H 3.7864 10.2778 3.8813  0.014
8 C 3.0628 8.4412 4.5936  1.663
9 C 2.0922 7.3075 4.1979  -0.681
10 O 2.4182 6.8015 2.9124  0.045
11 C 1.5826 5.7142 2.5980  0.249
12 H 2.0957 14.1412 2.6095  -0.006
13 H 3.3632 13.7192 1.6073  -0.042
14 H 3.7812 14.2633 3.3437  0.050
15 H 2.4738 11.2190 1.4919  -0.125
16 H 1.1442 12.0603 2.1690  0.123
17 H 1.0915 9.6170 2.8458  0.008
18 H 1.3898 10.5879 4.3362  0.117
19 H 2.9128 8.8267 5.6020  0.075
20 H 4.0681 8.0227 4.5433  -0.257
21 H 1.0716 7.6745 4.3063  -0.120
22 H 2.1445 6.6176 5.0402  0.056
23 H 1.9587 5.1955 1.7162  0.053
24 H 0.5800 6.0945 2.4026  -0.011
25 H 1.5897 4.9079 3.3314  0.043
26 C -0.3389 -4.8173 -5.8880  0.000
27 O -0.5993 -6.0973 -6.3710  0.000
28 C -1.8270 -6.2515 -7.0305  0.000
29 C -2.9116 -6.7711 -6.0364  0.000
30 N -2.7070 -8.1586 -5.5434  0.000
31 H -3.4940 -8.5529 -5.0481  0.000
32 H -2.6332 -8.7781 -6.3376  0.000
33 C -1.6160 -8.3287 -4.4335  0.000
34 C -1.5060 -9.8387 -4.0087  0.000
35 O -1.2684 -10.5885 -5.2049  0.000
36 C 0.0496 -10.8796 -5.4629  0.000
37 H -0.1970 -4.0640 -6.6629  0.000
38 H 0.4714 -4.8511 -5.1597  0.000
39 H -1.2586 -4.4976 -5.3982  0.000
40 H -1.5272 -6.9971 -7.7669  0.000
41 H -2.1644 -5.3729 -7.5804  0.000
42 H -3.9231 -6.6302 -6.4173  0.000
43 H -2.9506 -6.1370 -5.1506  0.000
44 H -2.0779 -7.7499 -3.6336  0.000
45 H -0.6769 -7.9348 -4.8221  0.000
46 H -2.4130 -10.1406 -3.4850  0.000
47 H -0.6966 -9.9068 -3.2819  0.000
48 H 0.5204 -11.4087 -4.6344  0.000
49 H 0.5743 -9.9967 -5.8282  0.000
50 H -0.0210 -11.5618 -6.3101  0.000
51 C -7.7133 0.9590 -6.7994  0.000
52 C -6.3037 1.4176 -6.4223  0.000
53 C -6.4871 2.0950 -5.0274  0.000
54 C -6.8473 1.0065 -3.9192  0.000
55 P -6.1182 1.3432 -2.3380  -0.001
56 C -6.8116 2.7153 -1.5000  0.000
57 C -6.3707 4.1553 -1.9396  0.000
58 C -7.0691 5.2645 -1.1170  0.000
59 C -8.4776 5.6150 -1.6576  0.000
60 C -4.3359 1.6690 -2.5711  -0.001
61 C -3.5140 0.7686 -3.6874  0.001
62 C -2.1112 1.2790 -3.7638  0.001
63 C -1.3088 0.6810 -4.9770  0.000
64 C -6.2503 -0.1543 -1.3176  0.000
65 C -7.6916 -0.3222 -0.7338  0.000
66 C -8.6654 -0.8764 -1.8088  0.000
67 C -9.7971 -1.7774 -1.3326  0.000
68 H -7.8500 -0.0083 -6.3159  0.000
69 H -7.8756 0.7299 -7.8526  0.000
70 H -8.5775 1.5775 -6.5570  0.000
71 H -6.0607 2.0890 -7.2459  0.000
72 H -5.5345 0.6563 -6.2921  0.000
73 H -7.2215 2.8997 -5.0617  0.000
74 H -5.6029 2.7272 -4.9455  0.000
75 H -6.5859 -0.0139 -4.1997  0.000
76 H -7.9217 0.8935 -3.7742  0.000
77 H -6.8086 2.6386 -0.4127  0.000
78 H -7.8577 2.6911 -1.8053  0.000
79 H -6.6075 4.2942 -2.9945  0.000
80 H -5.2856 4.2415 -1.8815  0.000
81 H -6.5148 6.2030 -1.1094  0.000
82 H -7.2954 5.0286 -0.0772  0.000
83 H -9.1280 4.7419 -1.7101  0.000
84 H -8.4971 6.2631 -2.5338  0.000
85 H -9.0109 6.2281 -0.9312  0.000
86 H -3.8580 1.2750 -1.6742  0.001
87 H -4.1647 2.7407 -2.6719  0.000
88 H -3.9300 0.8100 -4.6941  0.000
89 H -3.6740 -0.2710 -3.4017  0.000
90 H -1.5675 1.1437 -2.8288  -0.001
91 H -2.0794 2.3363 -4.0269  0.000
92 H -0.2732 0.4862 -4.6980  0.000
93 H -1.2535 1.4593 -5.7381  0.000
94 H -1.8236 -0.1234 -5.5023  0.000
95 H -5.5094 0.0659 -0.5491  0.000
96 H -5.8577 -1.0640 -1.7718  0.000
97 H -8.1575 0.4669 -0.1436  0.000
98 H -7.5189 -1.1998 -0.1108  0.000
99 H -8.1021 -1.5498 -2.4548  0.000
100 H -9.2419 -0.1110 -2.3285  0.000
101 H -10.6249 -1.2492 -0.8595  0.000
102 H -9.4771 -2.6349 -0.7407  0.000
103 H -10.1643 -2.1902 -2.2722  0.000
104 C 10.4118 -0.5250 -4.5058  0.000
105 C 8.9558 -0.8862 -4.7045  0.000
106 C 7.9915 -0.1596 -3.6745  0.000
107 C 8.3902 -0.5478 -2.2023  0.000
108 P 7.2914 -0.0654 -0.8440  0.000
109 C 8.3072 0.1600 0.7603  0.000
110 C 7.4376 0.5352 2.0309  0.000
111 C 8.1853 1.5693 2.9043  0.002
112 C 9.6284 1.1525 3.1711  -0.001
113 C 6.5959 1.6113 -1.3266  0.004
114 C 5.5323 2.3311 -0.4835  -0.035
115 C 5.5676 3.8649 -0.8835  -0.015
116 C 4.4334 4.6028 -0.3440  0.117
117 C 6.0568 -1.4336 -0.6957  -0.001
118 C 5.6181 -1.8084 0.7139  0.000
119 C 4.6036 -2.9942 0.6649  -0.001
120 C 3.9967 -3.4134 2.0139  0.000
121 H 11.0434 -0.8262 -3.6701  0.000
122 H 10.6219 0.5405 -4.5985  0.000
123 H 10.9959 -0.9607 -5.3164  0.000
124 H 8.8735 -1.9710 -4.7724  0.000
125 H 8.7845 -0.5788 -5.7361  0.000
126 H 6.9631 -0.4993 -3.7979  0.000
127 H 7.8411 0.8961 -3.9001  0.000
128 H 9.2611 0.0840 -2.0274  0.000
129 H 8.5843 -1.6140 -2.0855  0.000
130 H 9.0870 0.8438 0.4251  0.000
131 H 8.8071 -0.8022 0.8721  0.000
132 H 7.2396 -0.3152 2.6834  0.000
133 H 6.4743 0.9921 1.8041  0.000
134 H 7.7634 1.7350 3.8956  0.002
135 H 8.1325 2.4023 2.2033  0.000
136 H 10.1437 0.9117 2.2413  0.000
137 H 9.6525 0.2173 3.7304  0.000
138 H 10.2416 1.9180 3.6467  0.000
139 H 6.3128 1.4484 -2.3665  0.000
140 H 7.5448 2.1452 -1.2753  0.000
141 H 5.6820 2.3454 0.5960  0.005
142 H 4.5948 1.8749 -0.8015  0.000
143 H 5.7324 4.0697 -1.9413  0.001
144 H 6.5029 4.3468 -0.5989  -0.017
145 H 3.4963 4.3288 -0.8286  0.003
146 H 4.6152 5.6689 -0.4797  -0.005
147 H 4.3348 4.3580 0.7136  -0.001
148 H 6.6026 -2.2842 -1.1040  0.000
149 H 5.2553 -1.2151 -1.4014  0.001
150 H 5.1166 -0.9642 1.1870  0.000
151 H 6.3985 -2.1181 1.4090  0.000
152 H 5.0577 -3.8190 0.1157  0.000
153 H 3.7563 -2.6551 0.0690  0.000
154 H 3.3891 -4.3069 1.8708  0.000
155 H 3.2115 -2.6865 2.2216  0.000
156 H 4.6634 -3.5125 2.8706  0.000
157 C 0.2620 -3.3638 8.3319  0.000
158 C 0.0483 -1.8936 8.5163  0.000
159 C -1.3546 -1.3129 8.3441  0.000
160 C -2.1678 -1.4250 7.0839  0.000
161 P -1.5108 -0.7777 5.5070  0.002
162 C -0.1852 -1.7135 4.6891  -0.002
163 C -0.5107 -3.1465 4.1479  0.001
164 C 0.6612 -4.0101 3.8671  0.000
165 C 0.2040 -5.2224 2.9582  0.000
166 C -2.9803 -0.7551 4.3737  -0.001
167 C -3.9911 -1.9248 4.6336  -0.001
168 C -5.1062 -1.8459 3.6089  0.000
169 C -4.6842 -2.1406 2.1952  0.000
170 C -1.1117 0.9578 5.5276  -0.002
171 C 0.0186 1.3103 6.5233  -0.002
172 C 0.2984 2.8504 6.4820  0.014
173 C 1.4077 3.2487 7.4179  0.004
174 H -0.2962 -3.8708 9.1189  0.000
175 H 1.2945 -3.6898 8.4579  0.000
176 H -0.2320 -3.7232 7.4291  0.000
177 H 0.7685 -1.3314 7.9219  0.000
178 H 0.3483 -1.6368 9.5323  0.000
179 H -1.2963 -0.2542 8.5970  0.000
180 H -1.9309 -1.7771 9.1444  0.000
181 H -3.0584 -0.8204 7.2551  0.000
182 H -2.4177 -2.4673 6.8860  0.000
183 H 0.6316 -1.8338 5.4008  0.000
184 H 0.0852 -1.0247 3.8887  -0.001
185 H -1.2184 -2.9107 3.3531  -0.001
186 H -1.0592 -3.6446 4.9474  0.000
187 H 1.1360 -4.2822 4.8097  0.000
188 H 1.0966 -3.3907 3.0828  0.001
189 H -0.0131 -6.1549 3.4792  0.000
190 H 0.9723 -5.4926 2.2338  0.000
191 H -0.7349 -5.1471 2.4098  0.000
192 H -2.5317 -0.7730 3.3804  0.002
193 H -3.5090 0.1964 4.3163  0.000
194 H -4.3759 -1.9122 5.6533  0.000
195 H -3.3038 -2.7489 4.4423  0.000
196 H -5.5980 -0.8738 3.5716  0.000
197 H -5.9089 -2.5003 3.9487  0.000
198 H -4.4256 -1.1612 1.7926  0.000
199 H -5.3653 -2.7858 1.6404  0.000
200 H -3.6978 -2.6042 2.1814  0.000
201 H -1.9830 1.4819 5.9202  0.000
202 H -0.8390 1.3866 4.5633  0.001
203 H 1.0063 0.8553 6.4495  0.000
204 H -0.2901 1.0654 7.5396  -0.001
205 H -0.6414 3.3610 6.6921  0.000
206 H 0.5238 3.1985 5.4740  -0.002
207 H 1.0973 3.0775 8.4487  -0.001
208 H 1.6764 4.2794 7.1863  -0.009
209 H 2.3510 2.7361 7.2297  0.003
210 C 1.9316 1.8345 1.1728  -0.002
211 C 1.6794 0.4438 0.5732  0.001
212 C 0.1828 0.1975 0.1688  0.001
213 N -0.1732 -1.1651 -0.4807  0.000
214 C 0.3853 -1.2609 -1.9104  0.000
215 C 0.0534 -2.5671 -2.6288  0.000
216 C -1.5354 -2.7406 -2.5896  0.000
217 C -2.2265 -2.5657 -1.2876  0.000
218 C -1.7011 -1.3100 -0.5755  0.002
219 C 0.4093 -2.2614 0.4621  0.001
220 H 2.9394 1.9933 1.5565  0.001
221 H 1.2316 2.0064 1.9904  0.000
222 H 1.8540 2.5780 0.3795  -0.001
223 H 1.8442 -0.3006 1.3522  0.001
224 H 2.3631 0.2897 -0.2616  0.000
225 H -0.0814 0.9434 -0.5809  0.002
226 H -0.4660 0.2987 1.0388  -0.001
227 H -0.0564 -0.4682 -2.5141  0.000
228 H 1.4278 -0.9528 -1.9901  -0.001
229 H 0.4194 -2.3450 -3.6312  0.000
230 H 0.6492 -3.4072 -2.2720  0.000
231 H -2.0334 -2.0112 -3.2285  0.000
232 H -1.7514 -3.6765 -3.1048  0.000
233 H -3.3053 -2.4443 -1.3851  0.000
234 H -2.0514 -3.4428 -0.6645  0.000
235 H -1.8089 -0.4461 -1.2312  -0.001
236 H -2.1230 -1.1184 0.4111  -0.002
237 H -0.0197 -3.2397 0.2457  0.001
238 H 0.2570 -1.9236 1.4871  -0.001
239 H 1.4922 -2.2809 0.3395  0.000
240 C -5.4582 -3.1988 -6.5768  0.000
241 F -6.0868 -4.2561 -7.2067  0.000
242 F -4.2388 -3.0372 -7.0146  0.000
243 F -6.1384 -2.0649 -6.7060  0.000
244 S -5.4372 -3.5081 -4.6599  0.000
245 O -6.8382 -3.4534 -4.1474  0.000
246 O -4.8028 -4.7907 -4.3335  0.000
247 O -4.5858 -2.3953 -4.2176  0.000
248 C 2.5428 2.3824 -3.7798  -0.006
249 F 1.3206 1.7058 -3.6534  -0.002
250 F 2.3904 3.2743 -4.7278  0.000
251 F 2.8652 2.8912 -2.6111  -0.005
252 S 3.9326 1.1642 -4.1920  0.001
253 O 5.2124 1.8522 -4.4687  0.000
254 O 3.9981 0.1864 -3.0664  0.000
255 O 3.5509 0.4977 -5.4237  0.000
256 C 2.1744 -5.6870 -1.4322  0.000
257 F 2.4415 -5.0645 -2.6005  0.000
258 F 3.0534 -6.6678 -1.2664  0.000
259 F 2.2332 -4.8497 -0.3808  0.000
260 S 0.4577 -6.4742 -1.1988  0.000
261 O -0.3992 -5.3606 -0.7922  0.000
262 O 0.3212 -7.0032 -2.5536  0.000
263 O 0.6270 -7.5592 -0.1981  0.000
264 C -2.7690 3.6991 1.9887  -0.001
265 F -2.5118 4.7889 1.2898  0.000
266 F -1.7809 3.3960 2.7747  0.003
267 F -3.8150 3.7092 2.7985  0.000
268 S -3.1800 2.2612 0.8506  0.001
269 O -2.1176 2.2464 -0.1364  0.000
270 O -3.1896 0.9749 1.6287  0.000
271 O -4.5000 2.6430 0.3723  0.000
272 C 4.2599 -0.3470 6.0876  0.002
273 F 3.2435 -0.8257 6.8152  0.000
274 F 5.1163 0.3328 6.8115  0.000
275 F 4.8411 -1.3868 5.5071  0.000
276 S 3.6170 0.7378 4.5745  0.026
277 O 3.5177 2.0534 5.2349  -0.001
278 O 4.4971 0.6028 3.4604  -0.003
279 O 2.2707 0.2609 4.2735  -0.007

The molar mass is 1934.3 g mol⁻¹. As for the HOMO energy (alpha / beta): -2.29 / -8.45 eV. The spin multiplicity is 2. As for the frontier orbital gap (alpha / beta): 2.3 / 8.4 eV.